Model a:
Molecular formula: C5H8Cl2
Method: DFT, ωB97M-V with the def2-TZVPD basis set

Output
HOMO (spin up / spin down)   -7.40 / -7.98 eV
Spin multiplicity   1
E_LUMO (spin up / spin down)   0.004 / -0.006 Ha
M   139.0 g mol⁻¹
HOMO-LUMO gap (spin up / spin down)   7.5 / 7.8 eV

Last column: natural (NBO) charge in e.
Cartesian coordinates (Å):
C  -0.02487  0.13294  1.96071  -0.39
C  1.03154  1.00507  1.65461  -0.33
C  -0.97821  -1.13118  -1.92917  -0.68
C  2.02488  0.73831  0.77746  -0.24
C  -1.59768  0.09993  -1.32168  -0.20
Cl  2.33254  -0.84408  0.23449  0.00
Cl  -1.84384  0.28189  0.32351  0.12
H  -0.92003  0.35319  2.69883  0.22
H  0.00317  -0.95838  1.55725  0.22
H  0.88389  2.14573  1.96855  0.23
H  0.13517  -1.24963  -1.79413  0.22
H  -1.09492  -1.01942  -2.93657  0.22
H  -1.42411  -2.07190  -1.78638  0.22
H  2.76466  1.53471  0.32293  0.23
H  -1.29219  0.98283  -1.73040  0.17

---

Model b:
Molecular formula: C5H8Cl2
Method: DFT, ωB97M-V with the def2-TZVPD basis set

Output
HOMO   -9.63 eV
Spin multiplicity   1
E_LUMO   0.032 Ha
SMILES   CC=C(CCl)CCl
M   139.0 g mol⁻¹
HOMO-LUMO gap   10.5 eV

Last column: natural (NBO) charge in e.
Cartesian coordinates (Å):
C  -2.17531  1.63728  0.24465  -0.66
C  -0.78946  1.64137  -0.05461  -0.13
C  0.04684  0.66241  0.09318  -0.06
C  -0.41895  -0.75124  0.60739  -0.46
Cl  -1.71597  -1.52007  -0.28048  -0.04
C  1.41125  0.64399  -0.60001  -0.41
Cl  2.70308  -0.26267  0.15477  -0.04
H  -2.45919  0.82328  0.92681  0.23
H  -2.48975  2.66816  0.57930  0.22
H  -2.72786  1.43545  -0.70447  0.24
H  -0.44729  2.68948  -0.44308  0.20
H  -0.69302  -0.77492  1.67008  0.23
H  0.49043  -1.50911  0.66560  0.24
H  1.34401  0.30957  -1.68602  0.23
H  1.75569  1.66182  -0.61482  0.22

---

model b comes first in stability; the runner-up is 86.9 kcal/mol higher.

---

Model a:
Molecular formula: C40H110N10O10
Method: DFT, ωB97M-V with the def2-TZVPD basis set

Output
HOMO   -8.68 eV
Spin multiplicity   1
E_LUMO   0.015 Ha
SMILES   COC[C@H](C)N.COC[C@H](C)N.COC[C@H](C)N.COC[C@H](C)N.COC[C@H](C)N.COC[C@H](C)N.COC[C@H](C)N.COC[C@H](C)N.COC[C@H](C)N.COC[C@H](C)N
M   891.4 g mol⁻¹
HOMO-LUMO gap   9.1 eV

Last column: Löwdin charge in e.
Cartesian coordinates (Å):
C  0.55863  3.81031  -3.75774  -0.09
O  -0.67965  3.15830  -3.42034  -0.23
C  -1.48454  2.83785  -4.51944  -0.23
C  -1.47633  1.39442  -4.92931  -0.39
C  -2.54083  1.00552  -5.97045  -0.05
N  -1.65471  0.54320  -3.69765  0.08
H  1.41961  3.49817  -3.06148  0.11
H  0.39673  4.91797  -3.76836  0.09
H  0.91583  3.54509  -4.77665  0.09
H  -2.48143  3.08105  -4.16947  0.12
H  -1.34076  3.50013  -5.37595  0.13
H  -0.56566  1.10964  -5.46103  0.14
H  -3.47061  1.51923  -5.75551  0.07
H  -2.80870  -0.05642  -5.80625  0.07
H  -2.24478  1.21873  -6.99557  0.08
H  -2.39327  0.92165  -3.17713  0.01
H  -0.79172  0.69053  -3.12510  0.06
C  -3.55257  7.07088  -3.06225  -0.08
O  -3.33098  5.99903  -2.12891  -0.21
C  -2.94515  6.48672  -0.83093  -0.21
C  -2.21779  5.37057  -0.18801  -0.42
C  -1.80348  5.80274  1.24438  -0.05
N  -1.06675  4.84092  -0.95120  0.08
H  -2.63656  7.51141  -3.35966  0.07
H  -4.21567  7.78260  -2.69083  0.06
H  -4.10815  6.68988  -3.94313  0.10
H  -2.32939  7.37280  -0.97037  0.13
H  -3.82090  6.81431  -0.27884  0.13
H  -2.89950  4.55834  -0.09428  0.12
H  -1.28088  5.04057  1.80334  0.04
H  -2.69128  6.03083  1.87250  0.09
H  -1.06262  6.62482  1.18896  0.08
H  -1.35809  4.47768  -1.82410  0.03
H  -0.27411  5.49121  -1.06206  0.09
C  -2.11110  -2.89283  -4.95891  -0.17
O  -0.89657  -3.49064  -4.88536  -0.23
C  -0.96498  -4.92267  -5.08995  -0.17
C  0.53452  -5.43388  -5.08573  -0.43
C  1.22441  -4.86807  -6.33070  -0.06
N  0.47863  -6.87003  -5.08685  0.01
H  -2.45931  -2.84826  -5.99211  0.09
H  -2.08431  -1.89896  -4.54838  0.05
H  -2.77533  -3.59048  -4.37498  0.10
H  -1.53483  -5.33619  -4.26190  0.10
H  -1.52853  -5.13494  -6.03464  0.14
H  0.99280  -4.94545  -4.20688  0.13
H  1.37860  -3.79913  -6.29300  0.08
H  0.65269  -5.20282  -7.16553  0.07
H  2.14545  -5.31502  -6.65112  0.06
H  1.40306  -7.36623  -5.06985  0.10
H  -0.13524  -7.37445  -4.44441  0.07
C  5.72804  6.51301  2.26642  -0.14
O  4.63190  5.84577  2.73450  -0.20
C  3.59665  5.70701  1.78940  -0.21
C  2.46763  4.69783  2.11931  -0.39
C  1.70284  5.05640  3.39072  -0.07
N  2.92363  3.26623  2.15817  0.08
H  6.44277  6.71968  3.04601  0.09
H  5.33775  7.45204  1.84400  0.09
H  6.12440  5.96087  1.40643  0.09
H  3.23037  6.75031  1.77275  0.13
H  3.98386  5.48554  0.75684  0.13
H  1.75068  4.74661  1.28676  0.12
H  0.89950  4.27119  3.59140  0.09
H  1.22286  6.03400  3.27191  0.07
H  2.36095  5.07468  4.24675  0.07
H  3.85633  3.23297  2.41699  0.02
H  2.76414  2.84244  1.23651  0.05
C  -4.59566  -0.77671  -1.56980  -0.12
O  -4.86511  0.34383  -0.76249  -0.18
C  -4.82326  1.50033  -1.55742  -0.21
C  -5.63310  2.66488  -0.90391  -0.44
C  -7.07091  2.25147  -0.54229  -0.06
N  -5.75654  3.82549  -1.76801  0.04
H  -5.23698  -0.96790  -2.44356  0.10
H  -4.63070  -1.67558  -0.93031  0.08
H  -3.54327  -0.70352  -1.93178  0.06
H  -3.78806  1.87141  -1.82762  0.11
H  -5.33123  1.20941  -2.48612  0.12
H  -5.13180  2.92054  0.01971  0.12
H  -7.76529  3.02793  -0.20484  0.08
H  -7.07760  1.39397  0.14291  0.08
H  -7.43884  1.88271  -1.49566  0.07
H  -4.79313  4.16704  -1.76622  0.04
H  -6.26464  4.62655  -1.40391  0.08
C  1.26087  -0.65986  -1.68579  -0.09
O  0.91016  0.69100  -1.99256  -0.22
C  0.74517  1.54792  -0.84447  -0.17
C  -0.29965  1.12297  0.26950  -0.36
C  -1.70852  0.90226  -0.33260  -0.05
N  -0.47930  2.25018  1.24467  0.05
H  1.07735  -1.20064  -2.60677  0.09
H  0.61732  -1.18433  -0.91896  0.09
H  2.23296  -0.83851  -1.24560  0.06
H  1.76702  1.55822  -0.42533  0.11
H  0.45924  2.54727  -1.24972  0.09
H  0.13065  0.22364  0.78946  0.13
H  -2.37022  1.12164  0.47801  0.08
H  -1.73693  -0.09823  -0.79354  0.06
H  -1.87925  1.59786  -1.12207  0.04
H  -0.83906  3.13121  0.77754  0.06
H  0.32622  2.49762  1.73876  0.00
C  5.63255  2.34803  0.19372  -0.12
O  4.83992  1.21939  0.34107  -0.19
C  5.44403  0.21497  1.01904  -0.24
C  4.50380  -1.04333  1.02738  -0.38
C  3.29118  -0.82308  1.96021  -0.06
N  5.36283  -2.13168  1.52744  0.03
H  6.61240  2.13552  -0.20003  0.08
H  5.82818  2.80911  1.18367  0.09
H  5.07817  3.13456  -0.33719  0.09
H  6.41110  0.02736  0.53242  0.12
H  5.66461  0.45114  2.04090  0.12
H  4.06043  -1.25411  0.00596  0.13
H  3.67444  -0.60313  2.93975  0.07
H  2.70306  -1.69964  2.10658  0.06
H  2.56639  -0.10830  1.67024  0.04
H  6.22426  -2.16231  0.97410  0.07
H  4.86006  -3.03811  1.45743  0.07
C  0.68235  0.24289  4.29507  -0.11
O  -0.00408  -0.86990  4.81231  -0.18
C  0.67348  -1.50683  5.87522  -0.23
C  0.05811  -2.85295  6.10589  -0.47
C  0.82377  -3.43357  7.29732  -0.06
N  0.13387  -3.80816  5.04146  0.05
H  0.04893  0.71643  3.56358  0.07
H  1.54881  -0.06687  3.73949  0.05
H  1.00237  1.03919  4.96984  0.09
H  1.78703  -1.64528  5.62772  0.15
H  0.61650  -0.85894  6.75530  0.13
H  -1.02866  -2.77615  6.31122  0.15
H  0.94540  -2.68309  8.10315  0.09
H  1.79358  -3.66034  6.91502  0.05
H  0.45165  -4.40471  7.66197  0.09
H  -0.24043  -3.46848  4.13838  0.05
H  1.16150  -3.87950  4.89573  0.05
C  2.10706  -4.53683  0.06090  -0.13
O  2.81601  -4.81745  1.22885  -0.22
C  2.04459  -5.43592  2.29774  -0.20
C  2.94828  -5.76968  3.46039  -0.42
C  2.08734  -6.66432  4.41714  -0.06
N  3.42152  -4.59730  4.19625  0.06
H  2.78516  -3.91147  -0.60078  0.10
H  1.10220  -4.15376  0.26127  0.06
H  1.92569  -5.52314  -0.50381  0.11
H  1.26793  -4.67708  2.59447  0.11
H  1.45615  -6.32237  2.00555  0.13
H  3.77237  -6.36233  3.00533  0.14
H  1.87922  -7.65978  4.01686  0.07
H  1.20925  -6.21576  4.83065  0.04
H  2.81800  -6.78079  5.32035  0.10
H  4.01589  -3.91924  3.79102  0.05
H  3.58196  -4.78836  5.15922  0.05
C  -1.66013  -3.20302  -1.75961  -0.10
O  -1.39722  -3.78159  -0.52270  -0.21
C  -2.10364  -3.20414  0.55025  -0.20
C  -1.71393  -3.93884  1.83272  -0.42
C  -1.83081  -5.47472  1.67561  -0.04
N  -2.49410  -3.37618  2.97180  0.04
H  -1.24783  -2.18460  -1.84142  0.07
H  -2.74899  -3.07180  -1.82646  0.08
H  -1.18115  -3.85985  -2.49576  0.09
H  -1.85584  -2.15377  0.52286  0.11
H  -3.21172  -3.29452  0.40609  0.14
H  -0.64572  -3.77158  1.98188  0.09
H  -2.88271  -5.71990  1.61026  0.08
H  -1.37342  -5.99853  2.53788  0.08
H  -1.25539  -5.77396  0.80904  0.07
H  -2.33833  -3.95445  3.80940  0.07
H  -2.08547  -2.46241  3.18431  0.07

---

Model b:
Molecular formula: C40H110N10O10
Method: DFT, ωB97M-V with the def2-TZVPD basis set

Output
HOMO   -8.77 eV
Spin multiplicity   1
E_LUMO   0.018 Ha
SMILES   COC[C@H](C)N.COC[C@H](C)N.COC[C@H](C)N.COC[C@H](C)N.COC[C@H](C)N.COC[C@H](C)N.COC[C@H](C)N.COC[C@H](C)N.COC[C@H](C)N.COC[C@H](C)N
M   891.4 g mol⁻¹
HOMO-LUMO gap   9.3 eV

Last column: Löwdin charge in e.
Cartesian coordinates (Å):
C  1.31055  3.35740  -0.66092  -0.10
O  0.48624  2.62508  0.24018  -0.22
C  0.41185  1.23886  -0.16278  -0.15
C  0.49393  0.26342  1.04388  -0.39
C  0.15097  -1.11576  0.54263  -0.06
N  -0.40155  0.54592  2.16864  0.08
H  0.87877  3.36314  -1.66401  0.08
H  2.35157  3.03104  -0.65748  0.08
H  1.32437  4.40111  -0.34015  0.09
H  -0.55366  1.13721  -0.66647  0.11
H  1.23646  1.01951  -0.84194  0.09
H  1.48581  0.40537  1.47009  0.10
H  0.39435  -1.89667  1.26452  0.05
H  0.69989  -1.34946  -0.37669  0.07
H  -0.91092  -1.20178  0.31211  0.06
H  -0.23744  1.50729  2.44081  0.03
H  -1.36017  0.51963  1.83562  0.04
C  -1.70604  -5.63003  -2.85174  -0.10
O  -0.56529  -5.36298  -2.05688  -0.23
C  0.54207  -4.90436  -2.83038  -0.18
C  1.82943  -5.01616  -2.00105  -0.41
C  1.79013  -4.10205  -0.76340  -0.04
N  2.94875  -4.60801  -2.82128  0.02
H  -2.59455  -5.91292  -2.29077  0.08
H  -1.45358  -6.50526  -3.46150  0.09
H  -1.96374  -4.80912  -3.52640  0.08
H  0.60489  -5.46414  -3.76918  0.12
H  0.30326  -3.86178  -3.06515  0.13
H  1.92455  -6.04519  -1.63801  0.14
H  0.83063  -4.02578  -0.25585  0.05
H  2.09967  -3.07832  -0.98552  0.04
H  2.54270  -4.47475  -0.06282  0.09
H  3.17234  -5.31373  -3.52463  0.09
H  3.77984  -4.73040  -2.23776  0.09
C  -3.58788  7.02794  3.70560  -0.12
O  -4.08121  5.79415  3.27908  -0.19
C  -3.17809  4.71787  3.39659  -0.21
C  -2.22966  4.64138  2.20507  -0.43
C  -2.92763  4.25392  0.91211  -0.03
N  -1.12563  3.70921  2.49018  0.05
H  -4.14910  7.83037  3.23158  0.09
H  -2.53273  7.11657  3.41072  0.08
H  -3.59293  7.09611  4.80145  0.09
H  -2.66734  4.76529  4.36693  0.12
H  -3.72627  3.77477  3.47260  0.13
H  -1.76122  5.62075  2.04128  0.12
H  -3.78351  4.88903  0.68498  0.09
H  -3.29580  3.23107  1.03413  0.08
H  -2.23194  4.32299  0.07543  0.06
H  -0.58333  3.54396  1.63928  0.04
H  -0.46209  4.19421  3.08959  0.08
C  -5.79755  -5.72478  1.53548  -0.11
O  -4.56059  -5.12585  1.87746  -0.19
C  -3.49902  -5.61925  1.09712  -0.22
C  -2.16357  -4.94067  1.46603  -0.41
C  -2.05277  -3.48866  1.05545  -0.06
N  -1.06084  -5.73492  0.92710  0.07
H  -5.92428  -5.54473  0.46037  0.08
H  -6.62408  -5.30775  2.09981  0.09
H  -5.76292  -6.81320  1.64496  0.08
H  -3.42269  -6.70646  1.17550  0.12
H  -3.73257  -5.31859  0.06114  0.11
H  -2.20219  -4.99211  2.55918  0.13
H  -2.42692  -3.29817  0.04234  0.08
H  -1.01647  -3.14570  1.08180  0.03
H  -2.59080  -2.75227  1.66203  0.07
H  -0.21200  -5.39871  1.35935  0.05
H  -1.04383  -5.61560  -0.08300  0.04
C  -3.86666  -0.07591  1.07675  -0.10
O  -2.89581  0.37118  0.16959  -0.22
C  -3.37014  0.78979  -1.08635  -0.22
C  -3.55646  -0.32245  -2.08781  -0.42
C  -2.29735  -1.12325  -2.44246  -0.03
N  -4.29342  0.13693  -3.28565  0.04
H  -4.68388  0.63800  1.21518  0.09
H  -3.39674  -0.38652  2.00916  0.09
H  -4.32978  -1.00707  0.71834  0.08
H  -4.28825  1.37600  -0.94127  0.12
H  -2.70790  1.57367  -1.46914  0.11
H  -4.25145  -1.05554  -1.65462  0.13
H  -2.51671  -1.93956  -3.13423  0.07
H  -2.14224  -1.76639  -1.56606  0.05
H  -1.39057  -0.54636  -2.60187  0.08
H  -5.26430  0.24470  -3.01455  0.07
H  -4.28715  -0.54976  -4.02689  0.06
C  -0.45060  -2.88084  3.87032  -0.10
O  -0.13748  -4.25158  3.92982  -0.18
C  1.11500  -4.48495  4.50983  -0.21
C  1.61787  -5.88717  4.18700  -0.45
C  0.71552  -7.03935  4.60743  -0.05
N  2.97476  -6.09610  4.65205  0.03
H  -1.40767  -2.67893  3.39369  0.07
H  0.31004  -2.37636  3.26206  0.06
H  -0.46051  -2.33103  4.81813  0.10
H  1.86468  -3.76070  4.16292  0.11
H  1.02769  -4.31927  5.59223  0.13
H  1.64719  -5.98694  3.09029  0.13
H  0.54483  -7.01591  5.68712  0.08
H  1.18837  -7.99200  4.36418  0.07
H  -0.25555  -7.02567  4.11474  0.07
H  3.64690  -5.39110  4.37398  0.06
H  3.40681  -6.96976  4.38820  0.07
C  2.29440  0.34321  4.42720  -0.11
O  2.89734  0.49453  5.68543  -0.17
C  3.94539  -0.40811  5.93025  -0.21
C  3.41683  -1.85177  6.12575  -0.44
C  2.45505  -1.93905  7.30607  -0.06
N  4.55992  -2.76949  6.27647  0.04
H  2.91005  0.63632  3.56508  0.08
H  1.46127  1.04299  4.38677  0.09
H  1.95701  -0.67498  4.22487  0.07
H  4.65607  -0.39611  5.09606  0.13
H  4.50392  -0.16759  6.83769  0.13
H  2.90372  -2.09072  5.19397  0.09
H  2.12051  -2.97813  7.39416  0.06
H  1.60186  -1.26511  7.24883  0.08
H  2.92346  -1.79921  8.28597  0.08
H  5.27443  -2.26796  6.80474  0.06
H  4.31505  -3.49247  6.94885  0.06
C  3.84532  0.44276  0.54363  -0.12
O  3.43886  0.10262  -0.75926  -0.20
C  4.24580  -0.87843  -1.37211  -0.22
C  4.03704  -0.89937  -2.87111  -0.42
C  2.54304  -0.84407  -3.22935  -0.05
N  4.62445  -2.15331  -3.35242  0.04
H  4.92429  0.56190  0.68751  0.09
H  3.51948  -0.28434  1.29320  0.08
H  3.39356  1.41671  0.73498  0.08
H  5.30397  -0.71573  -1.13552  0.12
H  4.00258  -1.85377  -0.92061  0.12
H  4.61450  -0.02433  -3.17978  0.14
H  2.42943  -1.07755  -4.28939  0.08
H  2.10652  0.12254  -2.97457  0.06
H  1.97664  -1.62443  -2.71549  0.06
H  4.78975  -2.05131  -4.34599  0.07
H  3.92454  -2.87360  -3.17745  0.01
C  1.91386  7.73981  -6.49952  -0.11
O  2.03949  6.34882  -6.71333  -0.19
C  1.76572  5.53007  -5.57782  -0.22
C  2.84618  4.45728  -5.49162  -0.45
C  2.49768  3.45890  -4.41055  -0.07
N  4.17688  5.00435  -5.26232  0.05
H  0.88198  7.97400  -6.21562  0.07
H  2.15336  8.25063  -7.42817  0.09
H  2.55576  8.07173  -5.67620  0.09
H  1.60255  6.09338  -4.65369  0.11
H  0.80403  5.03140  -5.74553  0.12
H  2.83617  3.99458  -6.48260  0.14
H  2.56290  3.92737  -3.42314  0.07
H  3.21338  2.63892  -4.46095  0.08
H  1.46875  3.10140  -4.47478  0.08
H  4.32896  5.23695  -4.28932  0.07
H  4.22336  5.83880  -5.83949  0.07
C  -3.66823  3.74303  -3.48576  -0.11
O  -3.99021  5.08963  -3.18901  -0.18
C  -3.32585  6.00998  -4.03218  -0.19
C  -1.80386  5.93658  -3.85867  -0.43
C  -1.27030  6.11066  -2.40793  -0.05
N  -1.11960  6.89039  -4.72420  0.04
H  -3.87588  3.59477  -4.55053  0.09
H  -4.31306  3.06295  -2.93552  0.07
H  -2.63196  3.45884  -3.28663  0.07
H  -3.47697  5.76950  -5.08979  0.12
H  -3.71188  7.00387  -3.81843  0.13
H  -1.39659  4.95380  -4.11393  0.12
H  -0.18840  5.97091  -2.38969  0.06
H  -1.67726  5.30907  -1.78063  0.05
H  -1.54456  7.06062  -1.94694  0.08
H  -1.31171  7.84118  -4.41204  0.08
H  -0.12637  6.83490  -4.55447  0.01

---

model b comes first in stability; the runner-up is 34.8 kcal/mol higher.